Entry a
DFT (wB97M-V/def2-TZVPD) results for C35H65N2O13PtS6 as an isolated structure.

```
122
Properties=species:S:1:pos:R:3:mulliken_charge:R:1
Pt 6.887 43.560 -6.475 4.705
C 9.695 41.531 -4.102 -0.617
C 9.884 42.608 -5.181 2.927
C 11.319 42.399 -5.850 -0.885
O 8.921 42.714 -6.196 -1.166
H 9.819 40.518 -4.486 -0.435
H 8.737 41.710 -3.613 -0.020
H 10.396 41.744 -3.295 0.408
H 10.032 43.639 -4.860 -2.099
H 11.593 43.174 -6.566 -0.165
H 11.290 41.531 -6.508 -0.131
H 12.167 42.263 -5.180 0.573
C 2.898 41.056 -4.594 -0.789
C 3.164 39.680 -5.332 -0.641
C 4.452 39.705 -5.972 -0.450
S 5.538 40.717 -4.775 0.793
O 6.265 41.670 -5.630 -1.558
O 6.184 39.895 -3.775 -0.652
C 4.097 41.465 -3.802 -0.666
H 1.936 41.040 -4.081 0.445
H 2.719 41.823 -5.348 0.297
H 2.433 39.177 -5.964 0.415
H 3.238 39.026 -4.463 0.283
H 4.460 40.203 -6.942 0.331
H 4.986 38.781 -6.195 0.190
H 4.199 42.538 -3.643 0.272
H 4.100 40.949 -2.841 0.382
C 10.607 36.728 -3.576 -0.750
C 11.299 36.601 -2.227 -0.673
C 12.817 36.763 -2.306 -0.643
S 13.069 37.747 -3.863 1.124
O 13.770 36.961 -4.882 -0.722
O 13.593 39.085 -3.538 -0.617
C 11.291 37.888 -4.298 0.401
H 9.519 36.798 -3.542 0.282
H 10.687 35.866 -4.238 0.428
H 11.056 35.559 -2.020 0.419
H 10.871 37.187 -1.414 0.216
H 13.332 35.803 -2.343 0.419
H 13.146 37.450 -1.526 0.191
H 11.016 37.953 -5.351 0.396
H 10.910 38.820 -3.881 -0.541
C 8.468 45.019 -0.950 -0.552
C 7.282 46.010 -0.932 -0.873
C 6.495 45.822 -2.194 -0.587
S 7.760 45.588 -3.538 0.608
O 8.168 46.889 -4.041 -0.605
O 7.267 44.557 -4.458 -1.019
C 8.962 44.840 -2.410 0.417
H 8.156 44.101 -0.451 0.231
H 9.338 45.454 -0.460 0.348
H 7.627 47.042 -0.869 0.315
H 6.672 45.887 -0.037 0.455
H 5.688 46.452 -2.568 0.517
H 6.024 44.842 -2.122 0.185
H 9.953 45.276 -2.542 0.167
H 8.786 43.775 -2.560 -0.381
C 11.417 46.284 -7.180 -0.515
C 12.868 45.783 -7.011 -0.105
C 13.582 46.592 -5.995 -0.882
S 12.267 47.059 -4.604 0.970
O 12.224 48.489 -4.416 -0.658
O 12.272 46.076 -3.506 -0.548
C 10.891 46.518 -5.700 0.661
H 10.832 45.519 -7.689 0.023
H 11.339 47.164 -7.818 0.395
H 13.381 45.781 -7.973 0.489
H 12.754 44.750 -6.683 -0.039
H 13.789 47.573 -6.423 0.340
H 14.490 46.248 -5.500 0.465
H 10.078 47.209 -5.477 0.622
H 10.616 45.536 -5.314 -1.000
C 9.060 43.591 -11.370 -0.548
C 9.823 42.307 -10.978 -0.606
C 9.286 41.925 -9.626 0.189
S 7.536 42.246 -9.713 1.137
O 7.145 43.132 -8.638 -0.706
O 6.804 40.975 -10.017 -0.707
C 7.596 43.205 -11.184 -0.948
H 9.329 44.012 -12.339 0.430
H 9.203 44.453 -10.718 0.174
H 10.821 42.684 -10.754 0.335
H 9.755 41.527 -11.736 0.346
H 9.681 42.530 -8.810 -0.176
H 9.465 40.902 -9.296 0.076
H 6.996 44.069 -10.898 0.458
H 7.208 42.495 -11.915 0.372
C 12.981 40.360 1.867 -0.486
C 13.670 41.630 1.126 -0.812
C 13.324 41.508 -0.438 -0.600
S 11.512 41.229 -0.335 1.009
O 11.179 40.086 -1.184 -0.470
O 10.771 42.466 -0.392 -0.628
C 11.612 40.619 1.404 -0.921
H 13.039 40.353 2.955 0.342
H 13.546 39.492 1.527 0.279
H 14.739 41.477 1.272 0.395
H 13.429 42.583 1.598 0.362
H 13.652 40.629 -0.992 0.326
H 13.577 42.419 -0.979 0.390
H 10.881 39.813 1.460 0.425
H 11.358 41.557 1.899 0.358
N 7.693 37.810 -5.572 0.623
C 7.083 36.677 -5.779 -0.740
C 7.354 36.236 -7.064 -0.891
C 7.953 37.289 -7.724 -0.647
C 8.311 38.258 -6.772 -0.408
H 7.812 38.272 -4.682 0.188
H 6.586 36.205 -4.945 0.529
H 6.984 35.329 -7.517 0.437
H 8.108 37.266 -8.792 0.484
H 8.885 39.171 -6.712 0.464
N 13.702 37.545 -7.616 0.079
C 13.140 37.003 -8.758 -0.692
C 11.958 37.643 -9.066 -0.917
C 11.767 38.662 -8.156 0.717
C 13.005 38.651 -7.343 -1.225
H 14.368 37.094 -7.005 0.356
H 13.698 36.170 -9.158 0.441
H 11.160 37.334 -9.725 0.364
H 11.015 39.437 -8.135 0.146
H 13.243 39.238 -6.468 0.780
```

Computed properties:
Total charge = +1
LUMO (alpha / beta) = -2.906 / -4.005 eV
Multiplicity = 3
Kohn-Sham gap (alpha / beta) = 6.21 / 5.11 eV
E_HOMO (alpha / beta) = -9.12 / -9.12 eV
<S²> = 2.0144

Entry b
DFT (wB97M-V/def2-TZVPD) results for C35H65N2O13PtS6 as an isolated structure.

```
122
Properties=species:S:1:pos:R:3:mulliken_charge:R:1
Pt 3.508 -0.111 0.367 5.195
C -0.698 1.158 0.403 0.143
C 0.349 0.823 -0.689 2.074
C 1.003 2.029 -1.334 -0.942
O 1.363 0.051 -0.041 -1.396
H -1.479 1.842 0.072 -0.033
H -0.349 1.571 1.349 -0.623
H -1.186 0.201 0.586 -0.214
H -0.158 0.180 -1.409 -1.315
H 1.510 2.703 -0.643 -0.602
H 0.166 2.623 -1.701 0.611
H 1.698 1.926 -2.168 0.154
C 0.417 2.239 4.524 -0.561
C 0.454 3.532 3.650 -0.587
C 1.619 3.547 2.609 0.233
S 2.612 2.201 3.129 0.601
O 3.481 2.635 4.161 -0.638
O 3.165 1.636 1.914 -0.719
C 1.354 1.206 3.939 -0.055
H -0.570 1.784 4.441 0.097
H 0.794 2.455 5.524 0.489
H 0.667 4.352 4.336 0.497
H -0.486 3.871 3.217 -0.202
H 2.134 4.506 2.572 0.504
H 1.154 3.293 1.656 -0.326
H 1.744 0.493 4.665 0.609
H 0.791 0.699 3.155 -0.312
C -2.975 -4.195 -3.502 -1.027
C -1.468 -3.822 -3.444 -0.352
C -0.976 -3.698 -1.981 -0.068
S -2.409 -4.187 -0.877 0.846
O -2.501 -3.351 0.313 -0.412
O -2.494 -5.658 -0.783 -0.707
C -3.605 -3.740 -2.179 -0.237
H -2.952 -5.282 -3.577 0.439
H -3.459 -3.892 -4.430 0.462
H -1.179 -2.925 -3.991 0.280
H -1.003 -4.669 -3.949 0.340
H -0.932 -2.645 -1.706 -0.583
H -0.063 -4.207 -1.672 0.718
H -3.674 -2.654 -2.113 -0.245
H -4.627 -3.960 -1.870 0.568
C 3.782 -0.801 -5.430 -0.805
C 2.252 -0.790 -4.937 -0.760
C 2.082 -1.671 -3.675 -0.074
S 3.904 -1.682 -2.880 0.759
O 4.388 -3.049 -2.989 -0.617
O 3.852 -0.833 -1.656 -0.921
C 4.667 -0.633 -4.228 -0.548
H 3.854 -0.076 -6.242 0.450
H 3.867 -1.838 -5.754 0.304
H 1.449 -0.790 -5.674 0.486
H 2.058 0.208 -4.545 0.220
H 1.976 -2.710 -3.986 0.473
H 1.247 -1.372 -3.042 -0.245
H 5.739 -0.824 -4.195 0.508
H 4.640 0.366 -3.793 0.168
C -5.287 -1.879 3.492 -0.541
C -5.182 -0.711 2.471 -0.914
C -3.740 -0.450 2.037 0.688
S -2.787 -0.502 3.681 1.059
O -2.841 0.794 4.470 -0.748
O -1.429 -1.022 3.493 -0.466
C -4.052 -1.732 4.427 -0.942
H -5.127 -2.842 3.008 0.217
H -6.290 -1.858 3.920 0.385
H -5.683 0.218 2.741 0.385
H -5.720 -1.080 1.598 0.426
H -3.652 0.467 1.455 -0.215
H -3.408 -1.250 1.376 -0.133
H -4.298 -1.242 5.369 0.397
H -3.542 -2.674 4.628 0.411
C 0.257 -4.116 2.376 -0.421
C 1.500 -4.235 3.211 -0.725
C 2.699 -4.275 2.245 -0.893
S 2.187 -2.942 1.047 1.206
O 2.382 -3.279 -0.333 -0.632
O 2.836 -1.807 1.667 -1.021
C 0.406 -2.953 1.384 1.662
H -0.632 -3.972 2.989 0.272
H 0.150 -5.086 1.888 0.344
H 1.481 -5.144 3.812 0.465
H 1.685 -3.606 4.081 0.290
H 2.859 -5.195 1.682 0.402
H 3.647 -4.030 2.724 0.432
H -0.143 -3.022 0.445 -1.250
H 0.122 -2.045 1.916 -0.477
C 4.952 5.052 0.507 -0.477
C 5.870 4.031 1.072 -0.448
C 6.463 3.239 -0.165 -0.967
S 4.975 2.889 -1.137 0.868
O 4.095 1.831 -0.540 -1.052
O 5.296 2.778 -2.589 -0.792
C 4.097 4.439 -0.661 -0.669
H 5.534 5.930 0.228 0.406
H 4.348 5.295 1.382 0.189
H 5.350 3.322 1.717 0.082
H 6.446 4.715 1.696 0.448
H 7.079 2.339 -0.154 0.493
H 7.062 3.908 -0.782 0.429
H 3.022 4.343 -0.507 0.254
H 4.143 5.184 -1.455 0.471
N -4.897 -0.732 -4.045 0.019
C -3.513 -1.018 -4.282 -1.346
C -2.816 -0.156 -3.418 0.046
C -3.719 0.557 -2.610 -0.185
C -4.964 0.191 -3.035 -0.753
H -5.759 -1.086 -4.434 0.223
H -3.217 -1.825 -4.936 0.552
H -1.755 -0.112 -3.221 0.532
H -3.584 1.139 -1.711 0.483
H -5.886 0.526 -2.584 0.417
N -3.748 3.268 1.746 0.117
C -4.721 3.035 0.820 -0.616
C -4.364 3.641 -0.374 -0.513
C -3.155 4.275 -0.081 -0.327
C -2.880 4.210 1.271 -0.751
H -3.614 2.815 2.638 0.301
H -5.538 2.384 1.094 0.442
H -4.837 3.583 -1.344 0.532
H -2.595 4.859 -0.797 0.468
H -2.066 4.555 1.892 0.358
```

Computed properties:
Total charge = +1
LUMO (alpha / beta) = -1.757 / -2.937 eV
Multiplicity = 3
Kohn-Sham gap (alpha / beta) = 8.39 / 7.20 eV
E_HOMO (alpha / beta) = -10.14 / -10.14 eV
<S²> = 2.0074

From most stable to least stable, the computed energies give entry b, entry a.